No. 1
Molecular formula: C20H11ClN7O6PtS3
Method: DFT, ωB97M-V/def2-TZVPD

The geometry in ORCA input format:
```
! RIJCOSX wB97M-V def2-TZVPD def2/J DEFGRID3
* xyz -1 5
Pt -0.386 -0.641 0.825
S -0.750 0.543 2.965
C 0.698 0.102 3.736
C 0.761 0.420 5.127
N 0.787 0.702 6.242
C 1.800 -0.490 3.124
S 1.924 -0.857 1.463
C 2.958 -0.796 3.897
N 3.906 -1.049 4.498
O -4.463 -1.982 -3.193
C -3.366 -1.587 -3.800
O -3.355 -1.219 -4.952
C -2.107 -1.641 -3.002
C -0.829 -1.533 -3.520
Cl -0.321 -1.339 -5.125
N 0.049 -1.579 -2.491
N -0.601 -1.710 -1.321
C -1.895 -1.732 -1.609
C -2.894 -1.846 -0.481
O -4.012 -2.317 -0.748
O -2.501 -1.481 0.661
C 1.472 -1.544 -2.554
C 2.159 -0.565 -1.853
C 3.545 -0.566 -1.874
C 4.233 -1.521 -2.608
C 3.535 -2.481 -3.328
C 2.150 -2.501 -3.297
H -4.305 -2.216 -2.221
H 1.605 0.200 -1.321
H 4.088 0.183 -1.313
H 5.315 -1.512 -2.621
H 4.062 -3.227 -3.908
H 1.600 -3.257 -3.840
C -2.481 4.528 2.817
C -1.325 4.075 1.977
C -0.071 4.674 2.080
C 0.920 4.182 1.253
N 0.722 3.171 0.413
C -0.508 2.641 0.396
S -0.773 1.276 -0.667
N -1.538 3.072 1.133
H -2.509 5.617 2.873
H -2.373 4.138 3.832
H -3.413 4.153 2.402
H 0.114 5.487 2.769
H 1.920 4.605 1.248
O -1.665 -4.376 1.479
N -1.404 -3.477 2.194
O -0.477 -2.727 2.247
*
```

The calculated total energy is -91907.971 eV. For the HOMO energy (spin up / spin down), the calculation gives -0.187 / -0.204 hartree. The value obtained for the frontier orbital gap (spin up / spin down) is 6.9 / 5.3 eV.

=====

No. 2
Molecular formula: C21H48FO3OsSSbSi
Method: DFT, ωB97M-V/def2-TZVPD

The geometry in ORCA input format:
```
! RIJCOSX wB97M-V def2-TZVPD def2/J DEFGRID3
* xyz 2 5
Os 1.235 -1.404 0.348
C -2.481 -3.222 0.123
C -0.985 -3.420 0.126
C -0.536 -4.644 -0.640
C -0.374 -3.352 1.519
O -0.381 -2.199 -0.537
Si -0.428 -1.459 -2.083
S 1.427 -0.383 -1.592
O -0.254 -2.605 -3.153
C -0.541 -2.698 -4.606
C -2.041 -2.863 -4.760
C 0.219 -3.919 -5.080
C -0.035 -1.428 -5.266
O -1.679 -0.514 -2.264
C -2.266 0.751 -1.828
C -1.612 1.855 -2.640
C -2.013 0.929 -0.339
C -3.748 0.635 -2.126
H -2.957 -4.077 0.603
H -2.857 -3.161 -0.900
H -2.766 -2.319 0.665
H -0.909 -5.535 -0.135
H 0.552 -4.705 -0.687
H -0.931 -4.631 -1.655
H -0.727 -4.171 2.146
H -0.645 -2.420 2.030
H 0.725 -3.502 1.477
H -2.386 -3.755 -4.235
H -2.291 -2.977 -5.815
H -2.572 -1.991 -4.375
H -0.120 -4.812 -4.555
H 1.289 -3.796 -4.916
H 0.048 -4.066 -6.147
H -0.574 -0.551 -4.896
H -0.192 -1.481 -6.343
H 1.036 -1.302 -5.090
H -0.537 1.897 -2.446
H -2.046 2.820 -2.376
H -1.772 1.692 -3.706
H -0.943 1.014 -0.131
H -2.427 0.091 0.228
H -2.503 1.842 0.004
H -3.907 0.452 -3.189
H -4.256 1.562 -1.858
H -4.196 -0.181 -1.558
C 0.185 4.504 1.719
C 0.320 3.560 2.905
C -1.020 3.055 3.427
Sb 1.602 1.881 2.436
C 3.466 2.519 1.560
C 4.053 3.618 2.444
C 3.299 2.939 0.106
C 2.055 0.833 4.266
C 1.099 -0.331 4.498
C 2.063 1.826 5.426
H -0.439 5.352 2.011
H -0.299 4.018 0.869
H 1.145 4.904 1.388
H 0.877 4.047 3.713
H -1.580 2.536 2.646
H -1.621 3.907 3.752
H -0.916 2.383 4.280
H 4.077 1.616 1.623
H 3.426 4.511 2.456
H 5.024 3.910 2.037
H 4.218 3.291 3.472
H 2.653 3.813 0.004
H 2.892 2.137 -0.511
H 4.277 3.207 -0.298
H 3.063 0.455 4.081
H 0.066 0.007 4.611
H 1.378 -0.846 5.420
H 1.142 -1.063 3.689
H 1.068 2.235 5.614
H 2.754 2.656 5.273
H 2.376 1.304 6.333
F 2.653 -0.780 1.406
*
```

The calculated total energy is -59121.315 eV. For the HOMO energy (spin up / spin down), the calculation gives -0.533 / -0.567 hartree. The value obtained for the frontier orbital gap (spin up / spin down) is 7.4 / 7.3 eV. For the energy above the lowest of the compared OMol25 structures with the same formula, charge and spin, the calculation gives 14.5 kcal per mole.

=====

No. 3
Molecular formula: C19H26FN3OS
Method: DFT, ωB97M-V/def2-TZVPD

The geometry in ORCA input format:
```
! RIJCOSX wB97M-V def2-TZVPD def2/J DEFGRID3
* xyz 0 1
O 3.176 1.234 -1.346
C 2.955 0.654 -0.305
N 1.731 0.659 0.281
C 0.593 1.327 -0.309
C -0.182 2.123 0.742
C -1.405 2.790 0.110
N -2.239 1.788 -0.518
C -3.391 1.373 0.064
S -4.107 2.238 1.280
N -3.920 0.200 -0.402
C -5.199 -0.318 -0.191
C -5.351 -1.704 -0.215
C -6.596 -2.280 -0.054
C -7.691 -1.456 0.129
F -8.911 -2.013 0.289
C -7.568 -0.079 0.138
C -6.321 0.490 -0.029
C -1.541 1.095 -1.577
C -0.345 0.330 -1.005
C 3.993 -0.169 0.443
C 3.902 -1.620 -0.050
C 4.958 -2.486 0.630
C 6.354 -1.930 0.367
C 6.451 -0.489 0.860
C 5.396 0.381 0.188
H 1.576 0.129 1.124
H 1.009 2.005 -1.063
H 0.462 2.883 1.184
H -0.517 1.452 1.538
H -1.995 3.307 0.867
H -1.091 3.510 -0.651
H -3.265 -0.480 -0.764
H -4.487 -2.337 -0.360
H -6.723 -3.351 -0.068
H -8.443 0.537 0.270
H -6.219 1.562 -0.031
H -2.214 0.443 -2.135
H -1.171 1.855 -2.276
H 0.192 -0.184 -1.803
H -0.688 -0.415 -0.280
H 3.778 -0.141 1.517
H 4.061 -1.631 -1.131
H 2.904 -2.021 0.147
H 4.887 -3.510 0.258
H 4.772 -2.507 1.707
H 6.558 -1.959 -0.705
H 7.101 -2.548 0.869
H 7.445 -0.090 0.649
H 6.306 -0.467 1.944
H 5.564 0.413 -0.889
H 5.458 1.405 0.563
*
```

The calculated total energy is -40197.153 eV. For the HOMO energy, the calculation gives -0.297 hartree. The value obtained for the frontier orbital gap is 8.5 eV. For the energy above the lowest of the compared OMol25 structures with the same formula, charge and spin, the calculation gives 0.0 kcal per mole.

=====

No. 4
Molecular formula: C16H20Cl4O2Si
Method: DFT, ωB97M-V/def2-TZVPD

The geometry in ORCA input format:
```
! RIJCOSX wB97M-V def2-TZVPD def2/J DEFGRID3
* xyz 0 1
C 0.931 4.384 1.853
O 1.322 3.413 2.794
C 1.411 2.110 2.255
C 2.414 1.948 1.122
C 2.595 0.458 0.799
Si 3.526 0.119 -0.782
O 2.578 -0.681 -1.883
H 1.747 4.646 1.173
H 0.643 5.268 2.418
H 0.073 4.054 1.254
H 1.708 1.466 3.084
H 0.415 1.782 1.921
H 2.061 2.440 0.212
H 3.358 2.426 1.394
H 3.065 -0.054 1.640
H 1.605 0.012 0.662
H 4.721 -0.728 -0.576
H 3.957 1.417 -1.366
H 1.841 -0.153 -2.225
Cl -0.785 -1.116 -0.691
C -2.046 0.016 -1.037
C -3.360 -0.425 -1.091
C -4.380 0.467 -1.374
C -4.092 1.805 -1.605
C -2.782 2.251 -1.553
C -1.762 1.357 -1.269
Cl -0.128 1.926 -1.191
H -3.568 -1.471 -0.909
H -5.401 0.115 -1.413
H -4.885 2.506 -1.824
H -2.538 3.289 -1.728
Cl 1.739 -2.710 1.928
C 0.559 -3.315 0.818
C 0.835 -3.271 -0.542
C -0.099 -3.736 -1.451
C -1.311 -4.243 -1.005
C -1.591 -4.280 0.350
C -0.659 -3.814 1.266
Cl -1.037 -3.857 2.952
H 1.776 -2.854 -0.876
H 0.122 -3.693 -2.509
H -2.045 -4.607 -1.711
H -2.532 -4.667 0.715
*
```

The calculated total energy is -78979.534 eV. For the HOMO energy, the calculation gives -0.333 hartree. The value obtained for the frontier orbital gap is 9.6 eV.

=====

The highest calculated total energy belongs to which entry? C19H26FN3OS